Density functional theory data (ωB97M-V with the def2-TZVPD basis set) for 4 unconnected molecules or ions with the total composition C11H29B3O11P.

Each line ends with the Mulliken charge.
CARTESIAN COORDINATES (ANGSTROEM)
C  1.524681  3.879622  0.461413  -0.558
C  1.560743  2.698080  0.231323  -1.445
C  1.767851  1.281873  -0.199132  1.299
B  3.079909  0.811212  0.575335  0.135
O  3.071597  -0.063068  1.667845  -0.582
C  4.473762  1.362804  0.061199  -0.239
C  5.228366  0.199968  -0.635398  -1.143
O  1.961439  1.083406  -1.578640  -0.930
B  0.584055  1.247603  -2.179370  2.433
C  0.112831  0.057178  -3.237126  -1.390
C  0.586831  2.684591  -3.008658  -0.698
B  1.404341  2.630804  -4.345062  0.581
O  1.040473  3.488465  -5.385668  -0.576
O  2.497967  1.780058  -4.576456  -0.578
O  -0.383062  1.157091  -1.010725  -0.806
C  0.419245  0.546550  -0.010372  -0.376
P  -0.440089  0.552602  1.600589  0.790
O  -0.850389  -0.824580  2.011520  -0.635
O  -1.744024  1.502084  1.508451  -0.530
O  0.500403  1.183573  2.752905  -0.490
H  1.518265  4.863715  0.860745  0.615
H  3.046280  -0.980989  1.382824  0.297
H  4.314230  2.191888  -0.629308  0.210
H  5.034199  1.758947  0.914692  0.395
H  4.506179  -0.442610  -1.143805  0.268
H  5.749367  -0.390170  0.119309  0.311
H  5.932588  0.573131  -1.375572  0.317
H  0.924394  -0.447967  -3.781888  0.259
H  -0.599332  0.427739  -3.978543  0.151
H  -0.442274  -0.703798  -2.667768  0.267
H  -0.424823  3.040641  -3.216333  0.028
H  1.064741  3.484125  -2.414761  0.027
H  1.547277  3.258571  -6.171300  0.284
H  2.242131  0.972259  -5.024254  0.285
H  0.473030  -0.506014  -0.315553  0.415
H  -2.390677  1.091809  2.095125  0.303
H  0.416608  0.579978  3.499969  0.315
C  -2.666730  -3.182101  3.221481  -0.487
O  -4.031146  -3.635673  3.202704  -0.521
H  -2.416789  -2.910455  4.244187  0.206
H  -1.999761  -3.982761  2.892373  0.250
H  -2.529166  -2.313005  2.581711  0.295
H  -4.237139  -3.871663  2.295445  0.285
C  -3.261268  -5.524179  6.110019  -0.472
O  -4.607444  -5.784936  5.740373  -0.527
H  -2.971158  -6.242813  6.873695  0.259
H  -2.603171  -5.632401  5.243897  0.201
H  -3.167182  -4.513474  6.517102  0.213
H  -4.836918  -5.136837  5.063410  0.311
C  -3.527021  0.870052  -2.941045  -0.680
O  -2.460938  1.798425  -2.960440  -0.339
H  -3.301141  0.096425  -3.672727  0.234
H  -3.621385  0.404418  -1.954349  0.226
H  -4.479267  1.344076  -3.209448  0.280
H  -2.644158  2.473742  -2.301966  0.255

Force components x, y, z for each atom (eV/Å):
0.087 -0.405 0.603
0.329 0.209 -0.712
-0.283 -0.719 0.745
0.511 0.253 -0.031
0.084 -0.066 -0.463
-0.394 0.085 0.083
-0.396 0.308 0.431
-0.162 0.047 0.494
-0.537 0.478 -1.898
0.331 -0.380 0.418
0.282 0.055 0.295
-0.691 0.184 0.290
0.105 -0.351 0.047
0.042 0.246 -0.316
0.622 0.260 0.703
-0.870 1.070 -0.682
-0.437 -1.060 0.148
0.103 0.452 0.063
0.697 0.005 -0.077
-0.309 0.223 -0.506
-0.091 0.110 -0.214
-0.244 -0.099 0.196
-0.010 -0.087 -0.084
0.159 -0.115 -0.050
0.144 -0.046 -0.171
0.100 -0.114 -0.137
0.108 -0.081 0.010
0.007 -0.011 0.112
0.039 0.198 0.002
0.159 -0.157 -0.126
0.006 0.033 -0.124
-0.046 -0.145 0.123
0.152 0.137 -0.015
0.009 -0.182 0.159
0.550 -0.256 0.657
-0.166 0.017 -0.026
0.195 -0.078 0.105
-0.200 -0.088 -0.230
0.062 -0.075 0.282
-0.080 -0.022 0.028
0.096 0.062 0.045
0.125 0.008 0.034
-0.052 0.016 -0.024
-0.228 0.111 -0.227
-0.018 0.016 0.057
-0.051 -0.031 -0.002
0.137 0.042 0.098
0.167 -0.021 0.027
0.042 -0.033 -0.083
0.145 0.198 0.185
-0.524 0.026 -0.340
0.029 -0.006 0.000
-0.043 -0.079 -0.038
-0.049 -0.093 -0.013
0.258 -0.051 0.150

Summary:
spin multiplicity	1
charge	-1
molar mass	400.75	g mol⁻¹
E	-45723.762	eV